{
  "formula": "H80O40",
  "method": "wB97M-V/def2-TZVPD",
  "elements": ["H", "H", "O", "H", "H", "O", "H", "H", "O", "H", "H", "O", "H", "H", "O", "H", "O", "H", "O", "H", "H", "O", "H", "H", "O", "H", "H", "O", "H", "H", "O", "H", "O", "H", "H", "O", "H", "H", "O", "H", "H", "O", "H", "H", "O", "H", "H", "O", "H", "H", "O", "H", "O", "H", "H", "O", "H", "O", "H", "H", "O", "H", "H", "O", "H", "H", "O", "H", "H", "O", "H", "H", "O", "H", "H", "O", "H", "H", "O", "H", "H", "O", "H", "H", "O", "H", "H", "O", "H", "O", "H", "H", "O", "H", "H", "H", "H", "H", "H", "O", "H", "H", "O", "H", "H", "O", "H", "H", "O", "H", "H", "O", "H", "H", "O", "H", "H", "O", "H", "H"],
  "xyz": [[-5.1587, -1.8950, 1.0035], [-4.3903, -0.6727, 0.4200], [-5.1892, -1.1941, 0.3396], [2.4208, -2.5733, 2.0388], [2.5924, -3.2230, 3.4868], [2.8870, -3.2091, 2.5732], [-0.5308, 0.8510, -1.2025], [-0.0060, 1.9292, -0.4226], [0.2166, 1.4772, -1.2468], [-1.2335, -2.1510, -0.0316], [-1.0546, -3.3679, 1.1054], [-1.3345, -2.4909, 0.8537], [-4.5077, 2.0258, 3.2364], [-5.5684, 2.9393, 2.5130], [-4.6969, 2.9063, 2.9129], [0.1932, -2.4626, 4.8343], [0.7373, -2.5430, 4.0372], [1.7912, 3.0161, -0.7987], [1.5667, 3.8254, -0.3339], [2.3197, 1.3175, -0.2589], [3.4645, 2.0359, 0.4693], [2.7328, 1.4278, 0.6000], [-0.8593, 0.6229, 4.1484], [-0.3923, 2.1029, 4.0771], [-0.3211, 1.2845, 4.6045], [5.4759, 1.5979, 1.8606], [5.2085, 0.5873, 0.8398], [5.5835, 1.4810, 0.9062], [-2.3910, -4.3931, 2.4572], [-1.9629, -5.0799, 3.7150], [-2.6304, -4.4636, 3.3887], [-2.6564, 5.5245, -0.6281], [-3.2412, 5.7649, -1.3736], [1.9239, -0.5886, -3.3743], [1.5135, 0.2604, -2.2812], [2.3191, 0.0670, -2.7835], [1.2129, 0.4797, 1.7278], [0.7841, -1.1186, 1.6015], [1.4235, -0.4495, 1.8469], [-1.1209, 0.1481, 1.3421], [-1.6700, 1.6351, 1.5256], [-1.2320, 1.0073, 0.9091], [0.6787, -5.3641, 0.8773], [0.8665, -6.1481, 2.1960], [0.1988, -5.7656, 1.6214], [-4.5390, -3.2291, 2.9365], [-4.3824, -4.1449, 1.7305], [-4.9444, -3.4558, 2.0919], [-1.9133, -2.0562, -3.6799], [-0.7967, -1.4446, -2.7154], [-1.4443, -2.1467, -2.8102], [-2.2920, 4.0726, -3.9485], [-3.0902, 3.8594, -4.4349], [3.7208, -0.2665, -6.0188], [3.1331, -0.5058, -4.6497], [2.8787, -0.4137, -5.5758], [-4.8875, 2.0166, -1.9632], [-5.3307, 2.2986, -2.7700], [5.0956, 4.8804, 0.4945], [4.1819, 3.7293, 0.5909], [4.1513, 4.6930, 0.5216], [0.3150, 5.2424, -2.6259], [0.5906, 3.8780, -3.2876], [0.9373, 4.7865, -3.1993], [3.7421, 3.0393, -2.9784], [3.3569, 4.1508, -1.9968], [3.9909, 3.4393, -2.1382], [-0.7992, -0.4005, 5.7708], [-1.2754, 0.6296, 6.7870], [-1.3136, -0.3081, 6.5761], [-2.2433, -0.0303, -0.1707], [-3.1972, 0.7622, -1.2203], [-2.5646, 0.0560, -1.0880], [-0.9118, 3.4538, -0.5267], [-0.0836, 4.6505, -0.3358], [-0.9874, 4.4113, -0.6020], [0.5083, -5.7035, -0.9348], [2.0416, -5.1747, -0.7304], [1.4441, -5.9104, -0.8684], [3.6896, -3.8908, -4.1507], [2.7424, -4.6861, -3.9435], [2.7440, -3.8249, -4.4243], [-4.0094, 0.4401, 4.5521], [-3.2599, -0.3348, 5.5057], [-4.0805, -0.4152, 4.9913], [1.9382, -2.9196, -1.6769], [0.8212, -2.3286, -2.5629], [1.1286, -2.4038, -1.6616], [0.0457, 2.0522, -3.3589], [-0.6183, 2.6318, -3.7491], [3.7796, -1.6699, 0.3216], [4.9749, -2.5804, 0.8409], [4.4745, -1.7725, 0.9795], [-3.8730, 4.1082, -3.9392], [0.9581, -1.6016, 3.9362], [-6.2233, 2.4141, -2.4333], [2.3935, 4.3267, -0.2592], [-2.6863, 5.2346, -1.9685], [-0.4840, 2.5867, -4.7023], [4.6040, -2.9421, -1.8479], [4.5112, -2.6471, -0.9385], [5.3970, -2.4620, -2.1047], [-1.6805, -1.4110, 3.8326], [-1.2711, -2.1142, 3.3142], [-2.5587, -1.7251, 4.0811], [-1.2786, -4.4472, -1.6092], [-2.0009, -4.9886, -1.9098], [-1.1462, -3.4976, -1.7964], [5.3881, -0.3104, -2.5299], [4.7750, 0.3941, -2.2836], [6.2405, 0.0243, -2.2252], [0.7100, 2.7664, 2.7762], [1.6665, 2.6842, 2.8870], [0.6891, 3.4451, 2.0885], [-3.5608, -1.6466, -4.0859], [-4.1955, -2.0370, -3.4751], [-3.3677, -0.8428, -3.5802], [-2.3951, 3.2772, 1.6165], [-2.3922, 3.2690, 2.5784], [-1.6442, 3.8253, 1.3510]],
  "forces_ev_per_angstrom": [[0.23, -0.20, 0.15], [0.19, -0.21, 0.10], [-0.44, 0.34, -0.34], [-0.26, 0.51, 0.55], [-0.63, 0.39, -0.32], [1.05, -1.32, -0.20], [0.01, -0.06, -0.51], [0.56, -0.13, 0.29], [-0.34, -0.26, -0.02], [0.39, -1.23, -0.60], [0.60, -0.38, -1.22], [-0.69, 1.66, 1.78], [-0.61, -0.22, -0.20], [-0.05, -0.38, 0.08], [0.38, 0.48, 0.31], [-0.08, -0.54, -0.03], [-0.16, 0.70, 0.74], [0.01, 0.17, -0.23], [0.14, 0.51, 0.45], [-0.03, -0.33, -0.20], [0.26, -0.30, -0.23], [0.07, 0.09, 0.27], [0.01, 0.02, -0.17], [0.42, -0.63, 0.20], [-0.52, 0.27, -0.01], [0.32, 0.30, -0.03], [0.06, -0.11, -0.43], [-0.43, -0.21, 0.55], [-0.01, -0.01, -0.01], [-0.08, 0.01, 0.14], [0.35, -0.02, -0.15], [-0.81, 0.59, 0.36], [1.19, -0.80, 0.28], [0.52, -0.16, -0.15], [0.40, 0.45, 0.57], [-0.87, -0.03, -0.12], [-0.61, -0.17, -0.35], [-0.78, 0.58, -0.29], [1.01, -0.95, 0.80], [0.17, 0.25, 0.47], [0.00, -0.15, -0.42], [0.09, -0.36, 0.80], [0.06, -0.55, 0.49], [0.16, 0.10, -0.10], [-0.53, 0.50, 0.08], [-0.03, -0.18, 0.04], [-0.08, -0.09, 0.00], [-0.16, 0.33, -0.03], [0.18, -0.11, 0.92], [-0.36, 0.32, -0.22], [0.71, 0.24, -0.42], [-0.16, 0.03, 0.31], [0.00, -0.13, -0.66], [-0.09, -0.05, -0.12], [0.23, 0.09, -0.24], [0.15, 0.03, 0.13], [0.24, 0.09, -0.11], [0.00, -0.10, 0.39], [0.02, 0.43, -0.19], [0.02, 0.09, -0.01], [0.12, -0.46, 0.25], [-0.07, -0.13, 0.01], [-0.27, 0.75, 0.02], [0.56, -0.08, -0.04], [-0.08, 0.12, -0.06], [0.00, 0.15, -0.41], [0.00, -0.36, 0.20], [0.02, 0.12, 0.07], [0.23, 0.01, -0.12], [-0.56, -0.33, 0.35], [-0.83, 1.02, -0.53], [0.13, 0.23, 0.65], [0.48, -1.12, -0.80], [-0.48, 0.00, -0.52], [0.07, 0.15, -0.39], [0.24, -0.05, 0.69], [-0.09, 0.94, -0.43], [-0.55, 0.42, -0.18], [0.70, -1.09, 0.04], [0.17, 2.03, -0.92], [-2.17, -0.06, -0.51], [1.87, -1.90, 1.61], [-0.54, -0.10, -0.26], [0.06, -0.57, 0.60], [0.61, 0.54, -0.01], [0.18, 0.06, -0.46], [0.20, -0.67, -0.46], [-0.28, 0.29, 0.89], [-0.12, -0.21, 0.10], [0.19, -0.27, -0.07], [-0.07, -0.05, 0.10], [-0.25, -0.19, 0.11], [0.43, 0.91, -0.16], [0.10, 0.02, 0.33], [0.34, -0.12, -0.53], [-0.33, 0.12, -0.27], [-0.09, 0.02, 0.15], [-0.66, 0.33, -0.72], [-0.12, -0.05, -0.10], [-0.01, -0.51, 0.19], [-0.06, -0.07, -0.12], [-0.11, 0.28, -0.41], [-0.01, 0.33, -0.08], [-0.03, -0.01, 0.01], [-0.07, 0.11, -0.08], [1.85, -1.00, 1.73], [-0.51, 0.95, -0.57], [-1.27, -0.86, -0.99], [0.35, 0.34, 0.15], [-0.22, -0.20, -0.06], [0.00, 0.01, -0.10], [0.46, 0.77, -0.71], [-0.08, -0.38, 0.31], [-0.17, -0.03, -0.15], [-0.50, 0.58, 0.12], [-0.14, -0.50, -0.15], [0.06, 0.19, -0.33], [0.54, -0.20, 0.10], [-0.37, 0.40, 0.11], [-0.19, 0.21, -0.09]],
  "relative_energy_kcal_mol": 179.38,
  "homo_lumo_gap_ha": 0.376,
  "max_force_ev_per_a": 3.1,
  "e_tot_ha": -3057.4715,
  "multiplicity": 1
}